One molecule with the formula C20H33N5O4. Source: OMol25; level of theory: ωB97M-V/def2-TZVPD.

Calculated values
HOMO level: -9.31 eV
E: -36916.1384 eV
HOMO-LUMO gap: 0.361 Eh
multiplicity: 1
energy above the lowest of the compared OMol25 structures with the same formula, charge and spin: 0.401 eV

Each line ends with the Löwdin charge.
CARTESIAN COORDINATES (ANGSTROEM)
C1 3.2971 5.2352 -4.0522  -0.070
C2 3.5442 4.0468 -3.1524  -0.277
O1 2.4621 3.1465 -3.2998  -0.117
C3 2.6534 1.8872 -2.6860  -0.342
C4 2.5779 1.9768 -1.1621  -0.100
C5 2.6355 0.5839 -0.5428  -0.144
N1 1.5952 -0.2701 -1.0928  -0.048
C6 0.3754 -0.4710 -0.5047  -0.411
O2 -0.5634 -0.9672 -1.0882  0.092
C7 0.2828 -0.0881 0.9725  -0.130
O3 -0.9566 -0.5054 1.4681  -0.102
C8 -0.9856 -0.6176 2.8818  -0.313
C9 -1.2627 0.7468 3.5524  -0.053
C10 -2.7766 0.4329 3.4650  -0.253
N2 -3.3893 1.0022 2.2828  0.112
C11 -4.7062 1.3278 2.2506  -0.484
O4 -5.4203 1.3292 3.2404  0.048
C12 -5.2560 1.7213 0.8917  -0.088
C13 -6.0348 3.0420 0.9864  -0.105
C14 -7.0274 3.1913 -0.1151  -0.336
N3 -6.8585 3.8588 -1.2420  0.118
C15 -8.0236 3.6333 -1.9018  -0.228
N4 -8.8922 2.8882 -1.2573  0.086
N5 -8.2333 2.5939 -0.1146  -0.143
C16 -8.8662 1.8016 0.9185  0.000
C17 -2.3951 -1.0613 3.2911  -0.043
C18 1.6931 -0.4149 -2.5395  -0.110
C19 1.5981 0.9371 -3.2466  -0.294
C20 1.7406 0.7633 -4.7516  -0.048
H1 4.1121 5.9539 -3.9621  0.076
H2 3.2253 4.9172 -5.0921  0.078
H3 2.3659 5.7309 -3.7787  0.079
H4 4.4805 3.5402 -3.4234  0.124
H5 3.6369 4.3740 -2.1100  0.112
H6 3.6498 1.5000 -2.9638  0.158
H7 3.3934 2.5874 -0.7705  0.115
H8 1.6365 2.4678 -0.8944  0.133
H9 3.6007 0.1199 -0.7712  0.132
H10 2.5600 0.6321 0.5407  0.110
H11 1.0968 -0.5821 1.5197  0.133
H12 0.4245 0.9945 1.0885  0.131
H13 -0.1299 -1.2021 3.2324  0.144
H14 -0.9213 0.7699 4.5873  0.117
H15 -0.9085 1.6370 3.0324  0.111
H16 -3.3954 0.6945 4.3165  0.140
H17 -2.9026 0.8730 1.4082  0.138
H18 -4.4690 1.7947 0.1401  0.119
H19 -5.9238 0.9141 0.5826  0.126
H20 -6.5382 3.0695 1.9536  0.111
H21 -5.3537 3.8897 0.9351  0.125
H22 -8.2407 4.0381 -2.8770  0.097
H23 -8.1113 1.4350 1.6107  0.081
H24 -9.5950 2.3980 1.4664  0.093
H25 -9.3727 0.9614 0.4502  0.091
H26 -2.9466 -1.6359 2.5491  0.124
H27 -2.3862 -1.5869 4.2454  0.118
H28 2.6535 -0.8884 -2.7715  0.137
H29 0.8925 -1.0714 -2.8701  0.127
H30 0.6168 1.3683 -3.0188  0.159
H31 2.7129 0.3269 -4.9973  0.086
H32 0.9673 0.0971 -5.1371  0.084
H33 1.6596 1.7205 -5.2621  0.079